Molecular formula: C3H4Li3O2
Method: DFT, ωB97M-V/def2-TZVPD

Geometry as XYZ:
```
12
Properties=species:S:1:pos:R:3:forces:R:3:nbo_charge:R:1
O 0.84125 0.04351 0.50573 0.194 -0.939 0.709 -0.61
C 1.62857 -0.02267 -0.59190 0.028 -0.361 -0.226 0.24
C -0.40541 -0.78949 0.44329 1.965 0.720 -0.241 -0.12
O 2.57361 0.79906 -0.54329 0.324 -0.138 0.042 -0.87
C -1.44494 0.22876 0.02366 -1.891 0.030 3.063 -1.39
Li 3.84600 -0.32058 -1.22139 -0.576 0.301 0.081 0.94
H -0.63021 -1.17969 1.44638 0.021 1.207 0.242 0.21
H -0.12468 -1.80654 0.14724 -0.106 0.419 -2.135 0.22
H -1.76961 0.23251 1.07920 -1.582 0.583 -0.394 0.23
H -2.14410 1.00419 -0.35104 0.871 -1.059 -1.513 0.27
Li -1.52155 -0.31772 -2.04166 0.221 -0.055 0.727 0.95
Li -0.84894 2.12866 1.10379 0.530 -0.709 -0.356 0.95
```
Positions in Å, forces in eV/Å.

Computed properties:
Kohn-Sham gap: 0.24441 hartree
Electronic energy: -289.4418 Eh
Charge: +1

Molecular formula: C3H4Br2N2
Method: DFT, ωB97M-V/def2-TZVPD

Geometry as XYZ:
```
11
Properties=species:S:1:pos:R:3:forces:R:3:nbo_charge:R:1
Br 1.23221 -1.11657 2.23069 -0.594 0.499 -1.206 0.28
N 0.44719 -0.64341 0.56464 1.309 0.427 1.495 -0.20
C 0.57419 -1.34435 -0.54291 0.315 -3.124 -1.232 -0.04
C -0.05209 -0.62826 -1.54558 -0.245 0.810 -1.019 -0.34
C -0.39863 0.58470 -0.94464 2.162 -3.058 2.383 -0.02
N -0.00767 0.56080 0.32874 -1.299 1.299 1.111 -0.30
H 1.06396 -2.34843 -0.45720 -0.749 1.166 -0.512 0.24
H -0.29010 -0.73668 -2.60502 0.550 -0.874 0.497 0.25
H -0.84189 1.42088 -1.27075 -1.548 2.762 -1.434 0.21
Br -1.05744 2.68804 2.59136 0.172 -0.768 -0.519 -0.34
H -0.66974 1.56327 1.65067 -0.076 0.861 0.436 0.25
```
Positions in Å, forces in eV/Å.

Computed properties:
Kohn-Sham gap: 0.33231 hartree
Electronic energy: -5374.1846 Eh
Energy relative to the best compared isomer or geometry (same formula, charge and spin): 22.0 kcal/mol
SMILES: Brn1cccn1.Br

Molecular formula: C24H42Br2Cl2N2O6P2S
Method: DFT, ωB97M-V/def2-TZVPD

Geometry as XYZ:
```
81
Properties=species:S:1:pos:R:3:forces:R:3:lowdin_charge:R:1
C 0.63656 -2.21378 3.98129 1.615 -1.135 0.478 -0.13
C -0.29579 -1.93245 2.73262 -1.018 -1.231 1.171 -0.18
C -0.08702 -0.61122 1.79505 -3.136 -1.092 3.126 -0.15
C 0.00722 0.50699 2.92736 2.719 7.853 5.764 -0.47
O -0.42577 0.41580 4.14387 -0.697 -3.260 -3.974 -0.05
O 0.63686 1.76647 2.87514 -1.189 -5.076 -3.419 -0.15
C -1.56375 -0.39661 1.09788 -1.151 1.669 -0.607 -0.24
C -2.66380 0.09089 2.20114 -0.194 0.275 2.424 -0.17
O -4.03322 -0.30011 1.88222 1.799 -0.825 -1.717 -0.29
O -4.89517 0.38940 2.68610 -0.847 1.199 1.598 -0.03
P -2.45515 -1.98371 0.53842 -2.852 -3.025 1.643 0.81
O -2.86935 -3.00561 1.60660 1.566 1.717 -1.384 -0.43
C -1.54892 0.74760 -0.09801 -0.243 1.088 0.033 -0.29
C -1.06903 2.19243 0.44534 3.512 -0.717 1.477 -0.27
N -1.12604 3.37934 -0.40442 -0.391 0.396 -0.119 -0.01
C -3.00256 1.12054 -0.65953 -2.054 -0.300 -0.260 -0.51
Cl -3.92759 2.40177 0.37590 0.764 -1.546 0.496 0.66
C -3.27056 1.72237 -2.10930 -2.608 -0.417 -1.569 -0.68
C -4.66152 1.06234 -2.68153 0.491 0.612 -0.576 -0.16
Cl -3.75608 3.53376 -2.20405 1.039 -0.982 -0.570 0.50
C -0.44968 0.20056 -1.18776 0.013 1.365 -1.110 -0.36
C 0.16283 1.37009 -2.10777 0.170 1.908 0.319 -0.14
P -1.37843 -0.85303 -2.54989 -0.532 -0.780 -0.269 0.42
S -1.16041 -0.31849 -4.37874 0.201 0.230 -0.688 0.26
C 0.68533 -0.80715 -0.64161 -2.303 -3.225 -1.661 -0.19
C 1.87236 -1.12230 -1.66328 1.764 -0.505 -0.721 -0.06
C 1.64988 -2.23249 -2.79829 1.837 -2.908 -0.824 -0.21
O 2.46001 -3.19228 -2.95518 -2.514 3.657 1.103 0.00
N 1.09710 -0.76761 0.83512 1.912 0.579 -0.987 -0.05
C 2.21100 0.26232 0.89795 4.376 1.430 2.858 -0.22
C 2.56307 1.64979 0.35722 1.046 3.406 -1.663 -0.15
C 3.44408 1.85612 -1.01075 0.314 2.014 0.817 -0.39
C 4.87083 1.16472 -1.01983 0.219 -0.815 -1.157 -0.10
C 3.79612 3.45905 -0.94540 0.389 -0.764 -0.883 -0.10
C 1.98630 -1.95785 1.22386 1.705 -4.588 0.642 -0.48
Br 3.57766 -1.85722 2.51592 -1.411 1.229 -0.882 0.76
C 1.94586 -3.30387 0.83760 -1.286 1.546 -0.673 -0.62
C 0.82408 -3.95149 -0.01604 -0.831 -2.340 0.471 -0.15
Br 3.29520 -4.71592 1.35105 -1.555 1.428 -0.751 0.67
H 1.28560 -3.13830 3.73098 -0.867 1.393 0.419 0.05
H 1.36243 -1.39761 4.28995 -1.154 -0.856 -0.572 0.06
H 0.08952 -2.51745 4.94963 0.373 0.740 -1.797 0.10
H -0.37609 -2.90523 2.14917 0.293 1.443 0.345 0.09
H -1.31738 -1.93642 3.26476 1.431 0.765 -1.550 0.12
H -2.55060 -0.37312 3.23460 0.790 0.390 -1.408 0.13
H -2.66940 1.19924 2.41866 0.327 -1.162 -0.776 0.12
H -4.64948 0.21665 3.62946 0.014 -0.300 -0.833 0.13
H -3.73967 -1.73239 -0.09860 1.288 0.776 0.011 0.06
H -1.84585 -2.69964 -0.53998 0.406 0.798 0.239 -0.01
H -1.40057 2.49693 1.48222 0.153 -1.142 -1.278 0.12
H 0.02480 1.93203 0.57606 -1.175 0.740 0.461 0.07
H -1.66091 4.11934 0.06876 0.219 -0.629 -0.501 0.07
H -0.20785 3.78692 -0.63709 -0.655 -0.623 0.345 0.08
H -3.76388 0.26065 -0.55645 1.499 1.277 -0.204 0.07
H -2.56862 1.57405 -2.96757 -0.097 0.165 1.311 0.02
H -4.88471 1.60717 -3.67222 0.243 -0.878 1.623 0.08
H -4.53925 -0.03532 -2.95326 -0.132 1.196 0.586 0.06
H -5.53076 1.23301 -1.96208 1.293 -0.311 -0.900 0.09
H -0.63258 2.06183 -2.56704 0.981 -1.420 0.813 0.08
H 0.79620 2.12947 -1.51405 -0.976 -1.592 -0.596 0.07
H 0.81166 1.04599 -2.96975 -0.888 -0.113 1.049 0.05
H -1.00525 -2.25670 -2.45897 -0.122 0.923 0.569 -0.01
H -2.79420 -0.93933 -2.28655 0.924 0.059 0.542 -0.02
H 0.05780 -1.77746 -0.67578 1.327 1.314 0.320 0.06
H 2.84231 -1.51939 -1.17745 -1.813 0.518 -0.302 0.13
H 2.28091 -0.25358 -2.26952 -0.934 -0.616 0.955 0.11
H 0.82789 -2.21233 -3.59686 0.726 0.652 1.215 0.08
H 3.19151 -0.22962 0.51399 -2.095 0.017 0.604 0.08
H 2.41420 0.37820 2.03027 -0.735 -0.181 -1.963 0.10
H 3.35902 2.11570 1.07326 -1.593 -1.381 -0.494 0.16
H 1.85985 2.53794 0.28414 0.151 -1.664 0.528 0.09
H 2.83448 1.78759 -1.96281 0.919 -0.613 1.064 0.10
H 4.84748 0.02551 -0.82876 0.019 1.710 -0.139 0.07
H 5.64625 1.65071 -0.32133 -1.508 -0.730 -0.789 0.09
H 5.31667 1.27282 -2.07957 -0.669 -0.157 1.589 0.09
H 2.87213 4.09874 -0.77981 1.230 -0.759 0.088 0.08
H 4.60409 3.56275 -0.15273 -1.294 0.331 -0.773 0.08
H 4.26429 3.80873 -1.94034 -0.696 -0.650 1.483 0.09
H 0.99171 -4.10315 -1.13040 0.195 0.642 1.440 0.09
H -0.23612 -3.59534 0.17496 1.560 0.090 -0.186 0.04
H 0.70988 -5.04875 0.35190 0.404 1.769 -0.500 0.10
```
Positions in Å, forces in eV/Å.

Computed properties:
Kohn-Sham gap: 0.24008 hartree
Electronic energy: -8649.3033 Eh

Molecular formula: C9H22BrFInO5P2S2
Method: DFT, ωB97M-V/def2-TZVPD

Geometry as XYZ:
```
43
Properties=species:S:1:pos:R:3:forces:R:3:lowdin_charge:R:1
C -3.04235 -4.38142 -1.71654 0.050 0.073 0.290 0.04
C -2.02596 -3.75615 -1.88469 0.219 0.021 -0.218 -0.32
C -0.79708 -3.01674 -2.06288 -0.276 -0.126 0.329 -0.29
In 0.41855 -3.26649 -0.21003 0.110 -0.310 0.021 0.47
C 1.92679 -4.89458 -0.48260 -0.019 0.742 -0.330 -0.47
C 2.44373 -4.88274 -1.90721 -0.278 0.176 0.087 -0.16
F 1.46787 -6.18920 -0.16486 0.117 -0.107 0.100 -0.14
P 1.80462 -1.14975 0.25451 0.333 0.001 -0.279 0.66
O 2.29618 -1.39742 1.85762 -0.024 -0.132 -0.070 -0.44
O 0.56008 -0.04494 0.44376 -0.045 -0.034 0.241 -0.44
P -1.26144 -3.67125 1.69597 -0.621 0.106 -0.392 0.31
O -1.41039 -2.12709 2.30035 0.237 -0.353 0.447 -0.53
Br -0.06128 -4.77417 3.30518 0.272 0.093 0.135 0.04
H -3.86016 -4.91381 -1.30895 -0.215 -0.154 -0.116 0.00
H -0.21866 -3.41173 -2.89539 0.009 0.128 -0.119 0.03
H -1.02670 -1.96206 -2.20199 0.202 0.070 -0.146 0.04
H 2.77841 -4.64913 0.16047 -0.012 -0.409 0.263 0.06
H 1.63328 -5.02231 -2.62396 0.018 -0.209 -0.063 0.05
H 2.83599 -3.87986 -2.09716 0.194 -0.027 -0.050 0.07
H 3.22907 -5.62327 -2.08093 0.024 -0.040 -0.063 0.06
H 2.23327 -2.33424 2.06894 -0.173 -0.001 0.249 -0.01
H 0.97269 0.81545 0.34299 -0.074 0.135 0.026 -0.02
H -0.54228 -1.75834 2.50274 -0.001 0.357 -0.238 -0.01
C -0.15814 3.00737 -1.37903 0.057 0.119 -0.252 -0.28
S -1.01658 2.07178 -2.63831 -0.081 -0.139 -0.035 0.80
O -0.02724 1.17331 -3.28396 0.063 0.027 -0.075 -0.55
C -1.25726 3.45112 -3.77203 -0.021 0.110 0.005 -0.28
H 0.11629 2.31893 -0.59092 -0.086 -0.010 0.040 0.01
H 0.73455 3.46301 -1.80940 0.005 -0.040 -0.025 0.07
H -0.82005 3.76624 -0.97020 -0.010 -0.025 0.050 0.04
H -0.28761 3.87122 -4.04038 0.018 -0.034 0.015 0.05
H -1.88659 4.20550 -3.29894 -0.006 -0.001 -0.003 0.05
H -1.75162 3.06373 -4.66039 0.001 -0.035 0.009 0.04
C 0.78944 4.15718 3.74124 0.060 0.046 0.053 -0.27
S -0.63096 3.74618 2.72390 -0.041 -0.159 0.006 0.83
O -0.25576 4.06149 1.31919 0.020 0.156 0.153 -0.55
C -1.67426 5.09433 3.29189 -0.011 0.092 0.043 -0.27
H 1.57855 3.44889 3.49828 -0.018 -0.024 -0.016 0.05
H 1.11602 5.17242 3.51582 -0.017 -0.002 -0.031 0.06
H 0.52043 4.06008 4.79291 0.002 -0.023 0.000 0.05
H -1.17793 6.04529 3.09780 0.021 -0.015 -0.021 0.05
H -1.87499 4.97238 4.35618 -0.011 -0.013 -0.002 0.05
H -2.60709 5.04209 2.73486 0.003 -0.029 -0.015 0.05
```
Positions in Å, forces in eV/Å.

Computed properties:
Kohn-Sham gap: 0.21014 hartree
Electronic energy: -5075.3802 Eh
Charge: -1

Molecular formula: CH2NOS3
Method: DFT, ωB97M-V/def2-TZVPD

Geometry as XYZ:
```
8
Properties=species:S:1:pos:R:3:forces:R:3:nbo_charge:R:1
C 3.96809 -0.34352 -0.32307 -1.391 -1.683 0.502 0.44
N 0.74080 0.86594 -1.35527 1.504 0.310 0.319 -1.01
O 3.27901 -1.10769 0.22264 1.133 1.225 -0.467 -0.43
S 4.86588 0.58130 -1.19560 0.283 0.408 0.012 -0.02
S 0.25155 2.95546 0.85752 0.177 2.809 0.375 -0.73
S 0.32519 1.10767 0.35261 -0.624 -3.151 -0.189 0.07
H 1.77906 0.77056 -1.27530 -1.060 0.319 -0.686 0.33
H 0.58137 1.76100 -1.82941 -0.022 -0.237 0.133 0.35
```
Positions in Å, forces in eV/Å.

Computed properties:
Kohn-Sham gap: 0.16098 hartree
Electronic energy: -1363.9106 Eh
Energy relative to the best compared isomer or geometry (same formula, charge and spin): 20.4 kcal/mol
Charge: -1

Molecular formula: C17H23N3O3
Method: DFT, ωB97M-V/def2-TZVPD

Geometry as XYZ:
```
46
Properties=species:S:1:pos:R:3:forces:R:3:nbo_charge:R:1
C -4.24041 -0.98507 1.60126 1.231 0.312 -0.390 -0.62
C -3.53259 -0.16576 0.45364 -0.886 0.663 1.226 -0.40
C -2.42529 -0.93301 -0.32388 -0.132 -0.382 -0.332 -0.23
C -2.92976 -2.33965 -0.84450 0.558 1.222 -0.235 -0.63
C -1.08334 -1.17817 0.41909 -1.037 -0.045 0.370 -0.14
N -0.54190 -0.01237 1.09462 0.303 2.225 -1.368 -0.86
C 0.03476 -1.56482 -0.53194 -0.080 0.201 -1.376 0.69
O -0.08740 -1.70950 -1.74281 -0.178 -0.576 0.005 -0.66
N 1.21179 -1.51587 0.08110 2.167 -0.192 0.853 -0.63
C 2.54456 -1.66279 -0.53002 -1.021 -0.868 0.046 -0.15
C 2.97122 -0.36086 -1.21187 -2.158 0.461 0.990 -0.43
C 2.59325 0.86467 -0.37220 1.628 0.392 -0.025 -0.12
C 3.36649 1.50716 0.57408 -0.478 -0.357 0.107 -0.01
N 2.74037 2.67704 1.01278 0.728 -1.135 -0.518 -0.53
C 1.58160 2.78202 0.29171 -1.685 2.126 1.097 0.13
C 0.56772 3.76632 0.45843 -0.089 -1.615 -1.765 -0.22
C -0.58571 3.65282 -0.33824 0.321 0.370 1.332 -0.22
C -0.69850 2.56100 -1.19046 2.161 -0.858 -0.004 -0.23
C 0.31102 1.59880 -1.37374 -1.310 0.479 -0.024 -0.26
C 1.44750 1.71446 -0.57783 0.712 -0.973 -0.661 -0.05
C 3.54761 -2.16964 0.54410 -0.934 -0.600 -0.042 0.78
O 3.20353 -2.44241 1.66184 0.718 0.338 -0.623 -0.54
O 4.80540 -2.48092 0.09435 -0.159 0.881 -0.446 -0.68
H -3.54156 -1.09546 2.44977 -0.363 -0.094 -0.196 0.20
H -4.46885 -1.98941 1.21618 -0.187 0.349 0.286 0.21
H -5.14381 -0.47480 1.96435 0.269 -0.235 -0.202 0.21
H -4.38208 0.13037 -0.20185 0.825 -0.327 -0.207 0.21
H -3.20944 0.85293 0.88159 -0.049 -1.467 -0.616 0.20
H -2.15177 -0.25971 -1.17801 -0.327 -0.803 0.329 0.21
H -2.24230 -2.63760 -1.62340 0.054 -0.054 -0.346 0.24
H -2.89452 -3.16189 -0.12492 -0.208 0.415 0.339 0.20
H -3.91946 -2.24178 -1.27971 -0.210 -0.144 0.049 0.21
H -1.23371 -1.93660 1.22076 0.147 0.114 -0.659 0.21
H -1.31507 0.35340 1.59721 -0.551 0.576 1.024 0.36
H -0.35765 0.76938 0.34950 -0.506 -1.967 1.865 0.39
H 1.16867 -0.91080 0.89848 0.198 -0.477 0.296 0.45
H 2.47086 -2.50423 -1.27294 0.115 0.806 0.475 0.25
H 4.01014 -0.44308 -1.39015 1.103 0.474 -0.736 0.20
H 2.33693 -0.28477 -2.10286 0.693 -0.098 -0.240 0.25
H 4.31153 1.19534 1.00413 -0.137 0.098 -0.079 0.21
H 2.97167 3.16160 1.87071 -0.140 -0.076 -0.434 0.42
H 0.72641 4.54797 1.13937 -0.023 1.004 0.853 0.21
H -1.44648 4.33799 -0.18425 0.829 -0.464 -0.248 0.22
H -1.54797 2.33085 -1.72167 -2.130 0.125 -1.079 0.21
H 0.03719 0.71361 -1.98956 0.716 0.725 0.400 0.25
H 5.01935 -2.05675 -0.77227 -0.494 -0.548 0.911 0.49
```
Positions in Å, forces in eV/Å.

Computed properties:
Kohn-Sham gap: 0.32306 hartree
Electronic energy: -1051.5912 Eh
Energy relative to the best compared isomer or geometry (same formula, charge and spin): 53.0 kcal/mol
SMILES: CC[C@H](C)[C@H](N)C(=O)N[C@@H](Cc1c[nH]c2ccccc12)C(=O)O